1.
The following is a quantum chemistry calculation of 8 unconnected molecules or ions with the total composition C19H39BN2O31S7 at a distorted geometry, from the OMol25 dataset.

CARTESIAN COORDINATES (ANGSTROEM)
H 11.1416 -2.1085 -2.2293
O 5.1898 -0.2156 -1.1646
C -7.5567 -0.7116 1.1521
H 2.2231 -2.1864 -3.3461
H -0.2771 -3.2742 3.3078
C -6.5608 4.0329 2.7296
H -7.9340 -1.7326 1.0588
H -8.8783 -4.0377 6.0338
O 12.4678 1.7297 -4.3609
H -7.9959 -1.5206 5.6890
C 11.4355 4.2062 -2.1124
O -10.7549 -0.0953 1.7590
O 0.1447 -0.9934 -6.7229
H -1.3344 1.1351 -7.6487
C -7.8006 0.0836 -0.1130
O -8.3246 -0.0392 2.1593
O -6.5151 2.8583 3.5393
O -6.4885 -2.3625 4.5297
C -7.8122 -2.4001 5.0764
O -4.0280 -1.4921 1.7035
N 0.5781 -1.5196 1.2061
H -0.8762 2.0812 -6.2137
O 13.5009 3.9794 -4.6061
O -7.1129 -4.6260 5.0996
C -7.8627 -3.6836 5.8775
C -0.6426 1.1996 -6.8061
C 10.0829 -1.9870 -2.4466
H 1.2923 -1.0970 0.6167
O -9.1827 0.4632 -0.0461
H -1.7875 -2.8945 1.6053
H -0.1885 0.0840 -5.0070
O -1.0688 0.1239 0.7348
H -4.6334 4.8519 3.2724
H -8.5240 -2.4194 4.2482
H 3.3419 -1.5912 -4.5957
S 12.5109 3.1192 -4.0683
O -5.1012 2.5991 5.4957
H -0.6991 -1.8942 4.2257
H -6.1957 3.8193 1.7276
C 9.8409 -1.0997 -3.6492
S 8.1701 -0.4754 -1.9199
H -7.5997 4.3653 2.6737
S 1.3075 -0.1903 -7.4937
H -4.9098 -0.4821 3.7628
H -4.1584 -2.4497 1.7319
S 4.0135 -0.9846 -1.3180
H 9.6893 4.8265 -3.2442
O 4.1341 -1.8202 -2.6877
C -5.6944 5.0441 3.4502
C 3.0426 -1.4939 -3.5551
H 10.5094 -0.2348 -3.6438
N 2.1019 -2.3888 2.9114
O -6.0164 -4.1850 2.9426
H 1.9181 -3.2719 3.3739
C -0.6920 -0.9239 1.2093
C -0.4705 -2.1886 3.1898
H 9.9501 -1.6351 -4.5889
H 2.7154 -1.8116 3.4736
H 9.7799 3.0773 -2.9285
S -9.5998 0.6812 1.4919
O 3.5201 -1.8478 -0.3028
O 8.4998 -0.6252 -3.4908
B -2.8689 -1.1373 2.4133
C -0.6589 -0.0698 -5.9811
H 11.0864 4.0127 -1.1014
C -1.5233 -1.9342 2.0668
C 2.6655 -0.0724 -3.1980
H -6.5036 -0.7395 1.4295
S -5.9359 -3.8576 4.3228
H 9.6252 -2.9701 -2.5798
H -7.1995 0.9959 -0.1299
C 10.3603 3.9760 -3.1514
O 2.4976 -0.2618 -6.7212
O 12.4840 3.2983 -2.4700
H 1.0675 -0.5729 2.9371
O -7.5055 3.1622 5.7791
O 2.8118 -0.0037 -1.7777
H -7.6057 -0.4943 -1.0125
H 11.8330 5.2225 -2.1704
O 8.3657 0.8838 -1.5471
S -6.2808 3.2632 5.0744
O 6.9707 -1.1704 -1.6472
H -3.6927 -0.7950 5.0798
C 0.8968 -1.6309 2.6632
O 9.4211 -1.3290 -1.3618
C -3.9767 -0.1438 4.2345
O -5.9591 4.8217 4.8409
H -4.1649 0.8740 4.5987
O 1.2712 -0.5524 -8.8612
H 3.3563 0.6453 -3.6469
O -2.8495 -0.1228 3.3349
H 1.6481 0.1752 -3.4903
O -9.5277 2.0695 1.7833
O 11.0681 3.7594 -4.3777
H -5.9265 6.0694 3.1738
O -4.7357 -3.9932 5.0660
H -7.3653 -3.5697 6.8434
O 0.6888 1.2845 -7.3257
H -1.6621 -0.4631 -5.8389

## Properties
Relative energy (zero: lowest compared OMol25 entry of this formula, charge and spin), kcal per mole: 0.0
2S+1: 1
E_LUMO, eV: 0.159
E_HOMO, eV: -9.2
Kohn-Sham gap, hartree: 0.3438

=====

2.
The following is a quantum chemistry calculation of 17 unconnected molecules or ions with the total composition C82H200N17O30 at a distorted geometry, from the OMol25 dataset.

CARTESIAN COORDINATES (ANGSTROEM)
O -2.2511 -4.9105 -4.0504
H 6.1711 -3.8802 4.5237
H -1.2514 4.7526 -4.0857
H 3.3692 -3.4764 5.4478
H 1.5491 -4.6892 6.9815
H 2.9090 -5.5230 4.4365
H -4.1087 8.0274 -2.3445
N 3.5268 -4.5132 2.6977
H 2.4467 -1.2293 -5.1141
H -13.3048 2.7721 7.2919
H -3.0158 0.4934 -2.9372
H -3.7880 5.5399 1.1343
H -2.7598 -8.4610 -3.6969
H -8.9662 1.5071 1.0238
C -9.6061 1.4713 1.9158
H -10.9451 3.1523 7.3832
C -2.9035 -4.2843 5.4472
O -0.3013 -3.9980 3.5648
H -2.9391 5.6718 -0.9661
C 2.3894 -5.1695 -1.6196
H 2.0422 6.4493 0.8219
H 0.2793 -1.2106 -2.6407
H 3.7364 2.1938 -0.1123
C 5.7932 2.5890 10.6761
H -2.1832 2.2910 -4.9435
H -5.1624 -1.6196 -5.5177
H -1.1920 4.2157 -5.8081
H -13.0781 1.1868 6.4436
H -10.5978 1.5803 6.5260
N -1.2629 -0.2959 -0.0945
H 3.7257 6.2513 0.1957
H 1.9150 -6.2666 8.0296
H -12.5781 1.6032 4.0860
H 3.5335 -0.3760 -0.9246
O 5.9759 -1.1577 -5.0193
H -1.9796 -1.0368 1.6527
H 3.6164 -2.4867 2.6173
C 9.3322 -0.5302 -2.5548
H -3.4268 -3.4297 5.9121
H 0.5132 0.8150 0.0758
H 5.9022 4.7751 9.2272
H 5.3849 -2.2245 -9.1793
H 7.5930 3.6628 -2.4547
H -3.0192 1.2499 1.3646
C 1.2428 -5.3710 7.8521
C -0.9744 5.6300 -0.1127
H 3.5418 -3.4476 0.8471
H 7.3209 1.1236 7.1062
H 6.3079 -5.8460 -3.3894
C -2.7131 -0.2409 -2.2214
H 6.2130 5.4589 -5.1830
H -2.7311 9.0458 -1.7930
C -3.4562 0.3351 0.9798
N -4.6021 3.5528 -1.1549
H 3.0683 -6.5380 3.0142
H 4.9804 -0.3647 -6.8214
H -2.4908 6.0804 2.1961
C 5.8718 2.7456 -1.6978
H 5.8797 3.6661 -1.1265
H 2.7812 1.0858 -7.8671
H 2.1663 -4.4247 1.2015
O 0.1813 -2.0347 2.7530
H 4.4380 1.3736 -2.2379
H 3.5385 1.4246 5.8830
H 5.7292 -4.3181 -4.0465
C 8.0273 -1.8095 -9.0117
C 8.7910 1.0029 -5.8875
H 4.8457 2.6571 8.1234
H 7.4644 5.4747 -3.8963
H -6.8764 -5.0385 -3.2596
H -2.3776 1.3443 -0.8523
H 5.3492 -5.6758 2.6902
H -10.1410 3.4348 1.3042
O 6.3460 -0.2052 -0.0905
C 3.2334 -3.1917 3.3859
C 4.4323 1.5469 5.2463
H 8.9577 0.1285 -1.8074
H 9.8613 0.8937 -6.2821
H -1.0012 7.9242 1.5243
H -5.4855 -3.7898 -1.5573
C -11.2870 2.4677 6.5617
O 5.0533 0.7351 -4.7292
H 7.2435 4.1182 -5.0856
N 5.6565 -0.2647 -4.2263
C -10.9304 0.6362 1.5897
H 6.3449 1.9203 -1.2164
C -1.8886 4.4313 -4.9247
H 8.8672 2.8340 11.2812
H -2.5061 -6.8397 -4.3359
H -4.5612 3.4374 -7.4133
C -3.9232 7.9911 -0.1901
H 7.4283 -1.3265 -2.9894
H -0.0965 -1.9699 0.3407
H 2.4142 6.5188 -1.0463
O -1.0406 -2.1974 4.5087
N 8.3554 -1.6827 -2.7566
C -11.5716 3.2017 5.2387
C -12.6331 1.9119 7.0994
C -3.9457 -4.9257 4.5470
C -5.8887 -4.8112 -1.3515
C -2.1561 6.3731 -0.6711
H -12.3974 4.0988 1.5263
H -13.0491 1.2557 2.1619
H -3.0565 3.1277 -3.6065
C 6.7632 4.8657 -4.4288
H 1.7802 -5.9376 -1.2485
O -4.1158 -7.7509 -5.1076
H 2.1099 -3.0128 3.4014
C 4.0278 -3.1545 4.6492
H -3.1860 7.4245 4.9649
H -2.8788 -9.1618 -6.1071
H -0.5037 5.1207 -0.9486
N -2.2773 -3.9331 -3.2725
H 6.8947 2.7728 6.5804
H 4.8254 -5.8224 0.7415
H 8.6573 -2.2805 -3.5497
H 1.4256 -0.9811 -8.5006
N -11.5158 2.6593 2.7394
C -1.6469 -6.3343 6.1602
H -6.6084 -6.5979 -2.4241
C -1.7760 0.5116 -1.2804
H 5.0067 3.2793 10.7531
H -5.6265 0.3897 -3.1519
C -3.4240 -8.1991 -6.2373
O -3.8116 8.3792 3.0385
H -9.5194 3.4196 2.9143
H 4.5702 2.6095 5.2011
C -1.7758 8.2689 0.8871
O 2.1885 1.7704 -4.2768
C -4.3453 7.2127 2.4669
C -12.0878 1.5946 1.7303
C 3.4069 2.6914 -1.0510
C -10.1351 2.8742 2.2561
H 7.7770 0.8793 9.3316
H -2.8183 3.5184 -7.2237
H -4.1874 -8.4469 -6.9664
C 3.1442 4.1735 -1.0950
H -1.9488 -7.0975 6.8441
H 7.5766 4.5479 10.0085
H -4.6072 6.5195 3.2804
C -5.6934 -6.4934 4.5879
H -6.5054 -5.7750 4.7711
H 0.9179 -0.2025 -6.9894
H -2.0794 -3.7622 4.9286
H 4.3988 -6.1260 -1.5412
N -0.3379 -2.7437 3.6301
C 3.8223 -5.3100 -1.1315
C -3.7592 8.6780 -1.5661
C 6.8161 2.5939 11.8035
H 1.1559 -2.4094 -5.0912
H -1.9387 7.0500 -1.4819
H -2.0559 -4.6288 7.3029
C 6.6501 -4.9291 -3.9288
H -4.7594 -7.8419 -2.5548
H 6.3843 0.6580 5.1063
C 1.7420 -0.7570 -7.4648
H 4.9832 0.7657 -8.9761
O 5.8873 -0.3944 -2.9780
H -10.8373 0.2698 0.5862
O -4.6607 4.6628 -1.8141
C -5.7065 0.1181 -4.2209
H 1.7127 -5.4554 3.0049
H -6.7131 0.3625 -4.6202
H 10.4218 0.8803 -3.6102
H -4.7265 7.1979 -0.2675
H -0.2493 6.2937 0.4445
H 5.5275 -3.9428 2.3887
H -3.3550 -5.5922 6.9170
H 8.3435 1.1706 11.7110
H -10.6975 3.7433 4.9568
C 5.1443 -4.2997 4.4263
H 4.4715 -2.1696 4.7726
H 6.8173 3.5614 12.2768
H 8.5033 2.0330 -5.8721
H 4.2523 2.9077 -2.9713
H -4.2924 -5.0506 -3.2202
H -6.9388 -4.7360 -0.9288
C 3.8418 -5.6051 0.4032
H 4.0530 -1.5537 -7.4600
H 4.0658 4.7522 -1.0619
O -1.2212 -3.2510 -3.0701
H -0.9313 0.9209 -1.8183
H -5.8225 -7.4355 5.0127
O 2.3121 4.6842 -0.0477
H -4.1792 8.7858 0.4782
C -4.7491 1.0193 -5.0319
C -2.9500 5.5050 -5.2843
H -1.3967 4.8592 0.5600
H -3.9779 -4.1192 0.6240
H 10.2596 -0.6735 -4.4440
H -1.3117 8.7885 0.0826
H 5.4146 1.0299 8.6587
H -3.6396 -0.5424 -1.6988
H -0.8839 1.4424 1.0145
H 2.8068 -2.9058 -5.2980
O 2.0061 -2.0694 -6.9679
C -11.6452 2.0926 4.1437
H 1.9638 -4.3088 -1.1693
O -5.0029 -5.5327 -0.5086
H -5.5019 -6.5512 3.5116
H -5.2817 7.3460 1.9515
C -2.6591 3.1882 -4.5765
C -0.1935 -6.1324 6.2702
H -4.0256 0.6513 0.0959
O -4.5237 -5.9754 5.2502
C -0.5578 -1.5866 -0.5897
H 7.8279 -2.8450 -9.1242
H -2.2377 -1.0274 -2.7255
H -10.8507 1.3889 4.2585
H 7.9524 -2.1702 -0.7239
H 9.1429 -3.1352 -1.5470
H -4.5376 -4.0987 4.2449
N -2.5034 -5.1810 6.5644
H 0.2699 -7.1058 6.0735
H 2.0559 -5.0798 -2.6944
C 7.1988 -3.6998 -1.9625
N -3.9879 3.3613 -5.3845
H 4.4132 -4.4477 -1.3562
H -1.3215 -2.2762 -0.8825
H -12.5382 1.4355 8.0539
C 3.2530 -4.4284 1.2306
H -5.2033 2.7184 -3.8313
C -4.3236 4.8656 -5.0852
O 0.1316 1.3555 -5.0632
C -2.4741 -0.7552 0.7545
H 5.3687 0.1076 6.5038
O 5.8988 4.2666 -3.5263
H -2.7973 5.8735 -6.2780
C 2.7496 -5.5593 3.3468
H 6.9470 2.3653 -3.6142
C 8.1018 2.0892 11.2085
O 4.8793 -0.9079 1.3538
N 4.2529 -0.5675 -7.5566
H 6.0631 -1.0577 -10.3253
O -3.3586 -3.7049 -2.6190
H -13.2876 3.7211 3.0612
H 2.6550 4.3203 -2.0129
H -2.8803 6.3789 -4.5652
H -5.5551 -4.7090 1.3802
H 3.0474 -2.0594 -1.3088
H -4.6265 4.7637 -4.0593
H -4.6639 8.3690 4.9429
N -4.8985 -5.8468 -3.3681
O 0.2854 2.4831 -3.2645
H -2.0516 -6.6566 5.1738
H -2.8766 -7.3491 -6.6548
H -5.0914 -5.9861 -4.3392
H -12.4008 3.8735 5.2835
H 1.2068 -4.7730 8.7301
H 8.3246 -1.3810 -9.9807
O -4.6947 3.6374 0.0768
C -3.2699 -7.5641 -3.9899
H 7.1332 -5.1900 -4.8608
H -11.8585 4.7252 3.1582
H -3.5890 -6.6545 -2.0009
H 0.0599 -5.4416 5.5002
H 4.1662 1.2303 4.2173
H 10.2564 -0.9800 -2.1480
H -2.9164 -1.5944 0.2469
C -4.1499 -7.0151 -2.8691
N 6.5152 2.7078 9.3581
N 5.7693 -1.1358 0.4872
H -3.7080 0.8213 -4.9321
H -3.0740 9.2450 4.8323
O 7.6432 -4.2744 -3.1552
C 5.8264 -1.2176 -9.2515
C 2.9391 0.1542 -7.2709
C -5.3616 -1.3882 -4.4634
H -3.4954 -5.2440 3.6280
O 6.0640 -2.3485 0.2001
H 3.8192 -0.4444 -9.5714
N 0.8814 1.8737 -4.1769
H 8.8455 -1.5889 -8.2645
C -3.3130 6.4376 1.5830
H 8.6644 2.2889 9.0075
H -4.1707 -5.8264 1.3236
H -9.0117 1.0657 2.7029
N 4.4538 2.3544 -2.1069
N -2.7602 7.2436 0.4150
C 5.7157 0.9320 5.9028
H -4.4452 -1.6163 -3.9570
H 3.2267 -6.4998 0.4745
C 4.6925 -0.2876 -8.9382
H -5.9810 2.8350 -5.4266
C 7.8469 1.9446 9.6649
H -12.3747 2.1933 0.8318
H -4.1093 -0.0463 1.7744
C 5.7287 2.0083 8.2303
H 5.0045 -5.1581 5.0648
C 5.0006 -4.6416 2.9750
H 6.4433 1.8336 12.4896
C 6.8696 4.2282 9.2051
C -12.3204 3.9209 2.6059
C -4.6520 -5.0355 0.7316
C 6.6873 3.1841 -2.8818
C 2.8645 -1.0115 -1.4562
C -3.6652 8.3332 4.5011
H -6.1846 -2.0063 -4.0827
H 2.8744 0.4920 -6.2144
H -2.2859 8.9767 1.5318
H 0.8726 -2.5077 -1.7486
H 5.2986 1.6031 10.6174
C 8.2298 -2.6411 -1.6595
H -3.5830 2.0223 -6.9129
C -3.7519 3.0620 -6.8470
C 2.6300 6.1072 -0.0522
O -4.5994 2.3997 -1.7631
C 9.7145 0.0713 -3.8898
H -11.0162 -0.2543 2.1748
H 3.1064 -0.8373 -2.5390
C 0.5552 -1.4641 -1.6120
H -0.1429 -0.0835 1.6533
H 7.1710 -4.4099 -1.1334
H 8.2079 0.4340 -6.5983
H -4.9631 0.6895 -6.0310
O -0.0166 -5.7129 7.5823
H -5.0526 5.1706 -5.8248
C -0.3379 0.5345 0.7112
C -6.1612 -5.6075 -2.6128
C 6.5076 1.8070 6.9809
H 2.5288 2.0728 -1.3542
C 2.0834 -2.1485 -5.6386
O 6.9341 -1.0781 -8.5012
H -4.4244 9.5502 -1.5476
H 6.2502 -3.1673 -2.0796
H 7.2182 4.4488 8.2150
C -5.0716 2.5078 -4.8892
O 1.5550 -0.6218 -1.1670
O 8.5890 0.5899 -4.5788

## Properties
Total charge: +5
2S+1: 1
E_LUMO, eV: -6.617
E_HOMO, eV: -15.2
Kohn-Sham gap, hartree: 0.3143